Density functional theory data (wB97M-V/def2-TZVPD) for a cluster of 7 separate species, C14H28Cl14 in total in a non-equilibrium geometry.

Properties
E_HOMO in Eh: -0.38150
Kohn-Sham gap in hartree: 0.39388
Total charge: 0
SMILES: ClCCCl.ClCCCl.ClCCCl.ClCCCl.ClCCCl.ClCCCl.ClCCCl
ΔE to the lowest compared entry with this formula, charge and spin in kJ/mol: 135.1

Geometry as XYZ:
```
56
Properties=species:S:1:pos:R:3:forces:R:3:nbo_charge:R:1
Cl -19.69749 -24.12959 -4.65118 -0.01 0.69 -0.63 -0.083
C -20.11381 -22.86565 -5.88824 -0.15 0.43 -0.44 -0.368
C -18.86173 -22.05303 -6.37792 -0.86 -1.35 1.27 -0.401
Cl -19.35660 -20.85576 -7.57553 0.01 0.00 -0.07 -0.037
H -20.92974 -22.26635 -5.48425 0.59 0.43 0.53 0.221
H -20.65418 -23.32112 -6.71809 0.65 -0.55 -0.18 0.220
H -18.14403 -22.76288 -6.78915 -0.06 0.21 -0.26 0.221
H -18.38402 -21.56870 -5.52627 -0.12 0.15 -0.14 0.229
Cl -17.19662 -27.87151 -9.10384 0.16 0.38 0.45 -0.064
C -18.01050 -27.15684 -7.66661 -0.24 -0.94 0.76 -0.378
C -19.23431 -28.05022 -7.39262 0.29 0.40 -0.72 -0.394
Cl -20.34476 -27.21055 -6.31573 -0.57 0.38 0.21 -0.060
H -18.23379 -26.10273 -7.83118 -0.27 -0.28 -0.33 0.225
H -17.39496 -27.20626 -6.76841 0.53 0.01 -0.36 0.223
H -19.02147 -28.98718 -6.87793 0.44 0.11 -0.36 0.228
H -19.70087 -28.24270 -8.35873 -0.35 -0.09 0.30 0.222
Cl -16.31298 -22.32678 -3.25024 -0.30 0.43 0.26 -0.106
C -16.52416 -21.53355 -1.61755 0.63 -1.40 -0.67 -0.360
C -16.54611 -22.62834 -0.55345 -0.41 0.95 0.88 -0.410
Cl -14.97627 -23.46022 -0.29849 -0.45 0.54 -0.13 -0.050
H -17.42359 -20.91785 -1.62212 -0.01 -0.28 -0.03 0.229
H -15.63902 -20.90667 -1.50958 -0.18 -0.03 0.18 0.228
H -17.33723 -23.37811 -0.54479 0.34 -0.05 -1.02 0.246
H -16.83959 -22.06460 0.33208 0.64 -0.02 0.57 0.218
Cl -15.62085 -25.31346 -4.93725 -0.31 -0.14 -0.46 -0.073
C -13.86165 -25.06819 -4.97499 0.08 0.22 0.59 -0.381
C -13.38769 -24.77138 -3.55297 0.52 0.11 -1.07 -0.400
Cl -13.55927 -26.19873 -2.51332 0.18 0.17 0.04 -0.044
H -13.63388 -24.23018 -5.63374 -0.20 0.12 0.13 0.221
H -13.36130 -25.94055 -5.39540 -0.25 -0.12 0.20 0.224
H -13.88638 -23.90653 -3.11543 -0.18 -0.29 0.03 0.240
H -12.33397 -24.52501 -3.68365 0.16 -0.13 0.48 0.215
Cl -22.14171 -22.45554 1.84949 0.14 -0.39 -0.48 -0.042
C -22.12200 -24.04856 1.04134 0.09 -0.95 -0.50 -0.385
C -20.75091 -24.57247 0.60416 -0.34 -0.04 2.06 -0.413
Cl -19.84485 -23.52311 -0.46224 -0.17 0.09 -0.34 -0.033
H -22.80278 -24.11823 0.19294 -0.17 0.67 0.15 0.217
H -22.46218 -24.77299 1.78133 -0.13 0.10 0.03 0.221
H -20.83293 -25.60546 0.26607 -0.20 0.25 -0.71 0.226
H -20.21392 -24.69743 1.54444 0.56 0.34 -0.15 0.218
Cl -15.94563 -33.80550 -0.81683 0.00 0.63 -0.87 -0.092
C -16.08392 -32.45760 -2.05570 -0.78 -0.97 -0.40 -0.359
C -17.55928 -32.20063 -2.46572 1.51 0.55 1.41 -0.403
Cl -18.33074 -33.59830 -3.24039 0.19 0.33 0.10 -0.039
H -15.62577 -32.71041 -3.01188 0.65 -0.50 0.45 0.212
H -15.55157 -31.62254 -1.60032 -0.51 0.17 -0.16 0.230
H -17.47570 -31.35001 -3.14215 -0.54 -0.21 -0.17 0.228
H -18.07719 -31.91863 -1.54902 -0.51 -0.08 -0.36 0.220
Cl -18.04775 -28.84161 -2.67829 -0.64 0.08 0.02 -0.098
C -18.58209 -27.19828 -3.20735 2.06 0.63 0.81 -0.372
C -18.35446 -26.17857 -2.02768 -1.31 -0.77 -0.80 -0.410
Cl -16.78134 -26.20577 -1.23475 0.04 -0.24 -0.17 -0.025
H -19.58980 -27.21931 -3.62229 0.13 0.01 0.37 0.240
H -17.83860 -27.00406 -3.98040 -0.38 0.33 -0.20 0.219
H -19.11342 -26.41694 -1.28252 0.13 0.16 0.14 0.200
H -18.49901 -25.14956 -2.35684 -0.11 -0.22 -0.22 0.237
```
Positions in Å, forces in eV/Å.

---

Density functional theory data (wB97M-V/def2-TZVPD) for a cluster of 14 separate species, C5H37NO15 in total in a non-equilibrium geometry.

Properties
E_HOMO (spin up / spin down) in Eh: 0.00150 / -0.24333
Multiplicity: 2
Kohn-Sham gap (spin up / spin down) in hartree: 0.09258 / 0.33284
Total charge: -1
⟨S²⟩: 0.751
ΔE to the lowest compared entry with this formula, charge and spin in kJ/mol: 686.3

Geometry as XYZ:
```
58
Properties=species:S:1:pos:R:3:forces:R:3:mulliken_spin:R:1
C -1.98777 -1.40158 -1.60621 -0.54 -2.17 0.63 -0.023
C -0.49507 -1.54123 -2.04500 -2.19 -0.87 -5.72 0.138
O 0.05290 -2.87004 -2.27990 -0.83 -0.58 0.14 -0.070
C -2.07249 -0.73492 -0.25216 1.78 -0.67 0.76 0.566
N -1.52773 0.61486 -0.39964 -4.31 0.70 -0.73 -0.256
C -2.45864 1.73627 0.05674 2.59 -0.96 -4.40 0.236
C -3.84459 1.63251 -0.74167 2.65 1.05 1.56 0.091
O -4.76476 2.05635 -0.10140 -1.29 -0.27 -0.86 -0.063
H -2.57218 -2.34688 -1.55458 1.12 -0.27 0.20 -0.010
H -2.65560 -0.92343 -2.28196 0.14 1.17 -1.08 -0.024
H -0.37520 -0.88829 -3.02291 -0.03 -1.19 1.88 0.030
H 0.14466 -1.22289 -1.35389 2.20 2.03 3.13 0.142
H 0.46036 -3.10313 -3.13425 -0.60 1.07 0.44 0.003
H -3.08621 -0.71015 0.19022 0.53 -0.21 -0.20 0.086
H -1.33867 -1.34842 0.41274 -1.78 0.98 -0.72 -0.066
H -0.59713 0.59720 -0.16288 2.26 0.95 1.43 0.069
H -2.67257 1.80264 1.05346 -0.81 -0.47 2.76 0.044
H -1.83572 2.67517 -0.10204 -1.12 -0.61 -0.44 0.105
H -3.85076 1.26753 -1.81407 -0.17 0.21 0.83 -0.001
H 2.02314 0.18851 -3.55525 -0.09 1.29 -0.86 0.025
H 1.91326 -0.64892 -2.37879 -0.94 -0.77 1.43 0.009
O 2.51894 -0.45747 -3.06348 1.25 -1.01 -0.60 -0.023
H 4.14165 0.08434 2.60131 0.41 2.08 3.74 0.067
H 5.15015 -0.45317 1.45485 -1.36 0.75 1.15 0.024
O 4.23215 -0.33864 1.81720 1.15 -2.81 -4.70 -0.172
H 2.68687 1.72355 1.36907 -0.31 -1.33 -0.04 0.164
H 3.69312 2.52619 0.62149 5.17 -0.93 -5.14 -0.012
O 3.06322 2.56558 1.20847 -4.89 2.42 5.24 -0.003
H 0.52943 -4.21672 2.15208 0.66 -0.09 -0.83 0.026
H 1.00071 -4.95537 0.86634 -0.81 -0.78 -1.32 0.002
O 1.31151 -4.47488 1.60032 0.09 1.13 2.12 -0.038
H -3.28104 -0.74686 3.28494 -0.29 0.70 -0.70 0.082
H -1.97125 0.26621 2.95747 -1.55 -0.97 0.27 0.165
O -2.37643 -0.49326 3.47235 0.34 0.02 0.03 -0.581
H -0.51492 -1.74091 2.03972 -0.69 -2.27 1.35 0.106
H -1.61147 -2.20455 3.08363 2.94 -1.56 -2.35 0.070
O -0.83495 -2.64368 2.44077 -2.11 3.23 1.33 -0.033
H -1.09334 2.64358 -2.47274 0.04 -1.23 -0.82 -0.025
H -1.04993 1.16364 -2.20116 -0.24 -0.42 0.63 0.014
O -1.01025 1.77066 -2.95442 -0.44 2.18 0.59 0.035
H 3.06543 0.39329 -0.39662 -4.97 -2.36 4.86 0.065
H 3.53740 0.08086 -1.71784 0.60 1.72 1.16 -0.023
O 3.68518 0.69874 -0.91734 4.81 0.93 -5.93 0.007
H -0.84934 -0.33804 5.27803 0.50 0.91 -0.45 0.045
H -0.53680 -0.12844 3.92253 -1.38 -4.62 -8.47 0.043
O -0.37814 0.25714 4.64856 1.96 3.86 9.88 -0.399
H 0.85455 -0.27139 1.47070 -0.38 0.12 0.29 0.078
H 0.23432 0.66194 2.42898 1.08 3.86 2.48 0.447
O 0.00555 -0.05988 1.94309 0.08 -3.40 -3.02 -0.292
H 2.95616 -1.82660 0.90685 3.80 -1.68 2.41 0.049
H 1.41486 -2.02507 0.84766 0.96 -0.59 -0.01 -0.008
O 2.19741 -1.53426 0.54446 -5.18 2.06 -2.62 0.034
H 0.64130 2.03747 -3.99484 -0.33 -2.07 -0.50 0.000
H 0.45564 0.50935 -4.53287 -2.31 -1.10 0.12 0.008
O 1.00818 1.24086 -4.46264 2.77 2.98 -0.31 -0.026
H -0.23457 5.61750 -1.00656 0.31 -0.18 0.39 -0.034
H -0.32481 4.76057 0.25883 3.42 -1.93 4.36 0.019
O -0.77571 5.07657 -0.42574 -3.71 2.01 -4.79 0.086
```
Positions in Å, forces in eV/Å.

---

Density functional theory data (wB97M-V/def2-TZVPD) for a cluster of 3 separate species, C9H19N4O3P3S in total in a non-equilibrium geometry.

Properties
E_HOMO in Eh: -0.23702
Kohn-Sham gap in hartree: 0.24440
Total charge: 0

Geometry as XYZ:
```
39
Properties=species:S:1:pos:R:3:forces:R:3:nbo_charge:R:1
N 4.68252 0.83496 -0.59663 -2.50 0.79 -0.65 -0.863
C 3.22228 0.68421 -0.50601 -0.03 -1.83 2.20 0.689
O 2.79943 -0.24891 0.22811 0.86 3.26 -2.32 -0.587
C 2.18998 1.68272 -1.25974 1.19 -0.59 -1.16 -0.508
C 1.13466 0.79230 -2.08346 1.13 -1.07 0.43 -0.713
P -0.67338 1.35689 -1.98713 0.66 0.60 -0.86 0.145
P -1.11791 2.50710 -0.19285 -1.62 0.15 0.57 0.508
S -2.78001 3.51502 -0.54561 0.39 -0.17 -0.06 -0.616
P -1.82891 -0.50244 -1.78966 2.25 -1.19 -0.20 0.890
O -3.47975 -0.19673 -2.47466 12.47 2.95 -3.05 -0.848
O -1.92952 -0.82076 -0.08551 -1.70 0.60 -1.31 -0.995
H 4.95508 1.43431 -1.38690 -0.09 -0.10 0.85 0.373
H 5.07511 1.16712 0.29479 -0.04 -0.41 -0.69 0.414
H 2.77272 2.30379 -2.03938 -0.80 -0.85 1.37 0.219
H 1.73688 2.43401 -0.53712 0.66 -1.28 -0.67 0.235
H 1.19030 -0.30581 -1.73679 -0.03 1.73 -0.32 0.261
H 1.50612 0.77676 -3.17674 -1.02 0.18 1.61 0.241
H -1.45016 1.59001 0.87031 0.98 0.47 -0.34 0.013
H -0.07317 3.38755 0.23429 -0.05 -0.77 -0.07 -0.001
H -3.30073 0.35944 -3.32302 0.18 -0.35 0.53 0.492
H -2.85138 -1.02111 0.18816 0.66 0.24 -0.13 0.497
C -6.88719 -2.03592 -1.18798 -0.16 -0.50 0.04 -0.725
C -5.75608 -1.21252 -1.62195 0.40 -0.79 0.02 0.370
N -4.85042 -0.56654 -1.96714 -14.39 -1.55 4.30 -0.273
H -6.98400 -2.93983 -1.79490 0.15 0.10 0.01 0.256
H -6.77680 -2.35369 -0.14829 0.18 0.11 -0.11 0.263
H -7.83115 -1.49090 -1.26297 0.25 0.16 -0.06 0.256
C -1.19049 -3.49246 1.72196 0.36 0.12 0.10 -0.728
C -2.41245 -4.19381 1.32264 0.09 0.05 0.02 0.297
N -3.37288 -4.74285 1.00904 0.19 0.19 0.06 -0.350
H -0.56251 -4.11200 2.36647 -0.23 -0.11 -0.08 0.253
H -0.58763 -3.21008 0.85597 -0.25 -0.06 -0.02 0.272
H -1.41488 -2.57611 2.27224 -0.16 -0.12 -0.12 0.256
C 6.02701 1.78212 3.84768 -0.07 -0.06 0.36 -0.727
C 6.37564 2.03868 2.44902 0.00 0.00 0.14 0.314
N 6.64953 2.24023 1.35054 -0.09 -0.03 0.34 -0.359
H 6.71749 1.07308 4.30986 0.03 0.06 -0.24 0.260
H 6.05476 2.69775 4.44279 0.06 0.01 -0.25 0.259
H 5.02189 1.36443 3.94057 0.09 0.05 -0.24 0.262
```
Positions in Å, forces in eV/Å.

---

| no. | E_tot (eV) |
| --- | --- |
| 1 | -190286.823 |
| 2 | -37982.419 |
| 3 | -60437.492 |